The following is a DFT calculation (ωB97M-V/def2-TZVPD) of a structure of composition C3H4BrCl2O4P in a non-equilibrium geometry.

For the energy above the lowest of the compared OMol25 structures with the same formula, charge and spin, the calculation gives 21.2 kcal/mol. Its HOMO-LUMO gap is 6.37 eV. The calculation puts the LUMO energy at 5.4 eV.

The geometry in ORCA input format:
```
! wB97M-V def2-TZVPD RIJCOSX def2/J DEFGRID3
* xyz -2 1
C 0.02 0.44 0.44
C -0.03 -1.64 -1.11
C 0.40 -1.00 0.19
O 4.16 -1.52 0.95
O 3.07 0.34 -0.32
O 2.72 0.26 2.23
O 1.51 -1.58 0.67
P 3.16 -0.41 0.96
Cl 0.40 -3.33 -1.28
Cl 0.70 -0.77 -2.60
Br -1.57 -2.11 1.20
H 0.80 0.81 1.05
H -0.91 0.70 0.88
H -0.14 0.99 -0.44
H -1.13 -1.59 -1.43
*
```